1.
Formula: C8H18N2
Source: the Open Molecules 2025 dataset
Level of theory: ωB97M-V with the def2-TZVPD basis set

relative energy (zero: lowest compared OMol25 entry of this formula, charge and spin)	22.52	kcal per mole
net charge	0
SMILES	CC(C)(N)C#N.CC(C)C
M	142.2	g/mol
HOMO-LUMO gap	10.854	eV
spin multiplicity	1

CARTESIAN COORDINATES (ANGSTROEM)
C  2.362  -0.509  1.214
C  1.824  -0.793  -0.185
C  2.855  -1.452  -1.096
N  0.656  -1.593  -0.099
C  1.437  0.689  -0.800
N  1.720  1.644  -1.371
H  2.606  -1.449  1.706
H  1.617  0.010  1.814
H  3.257  0.106  1.152
H  3.215  -2.368  -0.633
H  3.697  -0.779  -1.249
H  2.420  -1.687  -2.066
H  -0.072  -1.133  0.488
H  0.230  -1.775  -1.001
C  -2.402  -0.526  0.620
C  -1.594  0.655  0.078
C  -1.563  1.778  1.114
C  -2.211  1.147  -1.230
H  -1.998  -0.884  1.568
H  -2.400  -1.361  -0.080
H  -3.436  -0.232  0.798
H  -0.471  0.515  -0.188
H  -0.963  2.610  0.751
H  -1.127  1.429  2.051
H  -2.570  2.142  1.326
H  -1.613  1.955  -1.648
H  -2.252  0.342  -1.963
H  -3.223  1.517  -1.074

***

2.
Formula: C61H70N14
Source: the Open Molecules 2025 dataset
Level of theory: ωB97M-V with the def2-TZVPD basis set

relative energy (zero: lowest compared OMol25 entry of this formula, charge and spin)	0.00	kcal per mole
net charge	0
M	999.3	g/mol
HOMO-LUMO gap	8.217	eV
spin multiplicity	1

CARTESIAN COORDINATES (ANGSTROEM)
N  5.447  2.060  -0.802
C  4.139  1.999  -0.392
C  4.088  1.185  0.713
C  5.411  0.740  0.982
C  6.224  1.250  -0.001
H  5.756  2.619  -1.569
H  3.364  2.541  -0.908
H  3.240  0.916  1.322
H  5.659  0.041  1.766
H  7.294  1.305  -0.135
N  0.445  -3.392  5.035
C  -0.406  -2.847  5.983
C  -1.194  -1.950  5.314
C  -0.772  -1.867  3.965
C  0.232  -2.798  3.839
H  1.091  -4.118  5.270
H  -0.326  -3.142  7.012
H  -1.994  -1.389  5.779
H  -1.230  -1.265  3.203
H  0.708  -3.201  2.956
N  4.282  -1.359  3.947
C  5.556  -1.833  3.777
C  5.560  -2.546  2.601
C  4.238  -2.574  2.097
C  3.457  -1.873  2.984
H  3.952  -0.776  4.691
H  6.342  -1.548  4.453
H  6.453  -3.072  2.298
H  3.902  -3.167  1.262
H  2.428  -1.561  3.013
N  -4.293  0.940  2.688
C  -3.782  -0.256  3.124
C  -4.565  -0.718  4.151
C  -5.606  0.207  4.348
C  -5.375  1.259  3.482
H  -3.940  1.513  1.941
H  -2.882  -0.671  2.699
H  -4.317  -1.549  4.797
H  -6.398  0.257  5.075
H  -5.869  2.193  3.290
N  -0.476  4.227  -1.447
C  0.126  3.058  -1.045
C  0.810  3.354  0.109
C  0.763  4.754  0.318
C  -0.092  5.251  -0.643
H  -1.069  4.291  -2.263
H  -0.122  2.119  -1.510
H  1.367  2.595  0.635
H  1.121  5.287  1.180
H  -0.465  6.253  -0.768
N  -4.258  -2.665  -0.421
C  -4.079  -3.244  -1.646
C  -4.567  -2.397  -2.598
C  -4.927  -1.184  -1.943
C  -4.728  -1.379  -0.598
H  -4.147  -3.123  0.461
H  -3.707  -4.253  -1.745
H  -4.570  -2.559  -3.665
H  -5.473  -0.334  -2.308
H  -4.977  -0.837  0.302
N  -2.440  3.464  1.161
C  -3.354  3.287  0.149
C  -4.589  3.625  0.621
C  -4.448  4.050  1.976
C  -3.107  3.920  2.259
H  -1.444  3.323  1.057
H  -2.946  2.850  -0.748
H  -5.500  3.576  0.040
H  -5.215  4.282  2.690
H  -2.513  4.252  3.099
N  4.672  -1.503  -1.221
C  3.669  -1.768  -2.102
C  3.910  -3.048  -2.555
C  5.104  -3.507  -1.993
C  5.522  -2.555  -1.089
H  4.793  -0.634  -0.712
H  2.959  -1.008  -2.355
H  3.263  -3.527  -3.275
H  5.472  -4.504  -2.184
H  6.295  -2.520  -0.344
N  0.343  -1.594  -6.136
C  1.143  -2.535  -5.575
C  0.480  -3.092  -4.516
C  -0.803  -2.469  -4.461
C  -0.882  -1.592  -5.503
H  0.592  -1.041  -6.930
H  2.130  -2.781  -5.937
H  0.789  -3.892  -3.866
H  -1.515  -2.769  -3.705
H  -1.620  -0.867  -5.795
N  0.806  2.651  3.571
C  -0.231  1.982  4.072
C  -1.062  2.473  5.064
C  -0.912  3.792  5.443
C  0.155  4.515  4.936
C  0.962  3.904  3.988
H  -0.299  0.961  3.724
H  -1.849  1.860  5.483
H  -1.511  4.231  6.234
H  0.302  5.563  5.161
H  1.821  4.410  3.561
N  -0.378  -5.360  0.812
C  0.604  -6.207  1.081
C  1.871  -6.176  0.507
C  2.126  -5.191  -0.421
C  1.124  -4.289  -0.700
C  -0.079  -4.373  -0.022
H  0.367  -6.987  1.795
H  2.610  -6.904  0.810
H  3.098  -5.047  -0.880
H  1.242  -3.495  -1.426
H  -0.869  -3.672  -0.279
N  0.917  1.724  -4.072
C  1.521  2.902  -4.196
C  2.894  3.040  -4.389
C  3.675  1.909  -4.493
C  3.058  0.672  -4.361
C  1.700  0.638  -4.080
H  0.896  3.772  -4.026
H  3.207  4.070  -4.535
H  4.745  2.002  -4.641
H  3.660  -0.220  -4.258
H  1.163  -0.278  -3.862
N  -1.038  0.016  1.058
C  0.250  -0.314  1.012
C  0.844  -0.870  -0.111
C  0.094  -0.936  -1.266
C  -1.220  -0.527  -1.255
C  -1.752  -0.067  -0.055
H  0.809  -0.158  1.926
H  1.847  -1.268  -0.217
H  0.512  -1.353  -2.176
H  -1.869  -0.617  -2.120
H  -2.799  0.202  -0.115
N  -3.088  3.461  -3.239
C  -4.375  3.797  -3.240
C  -5.391  2.959  -3.662
C  -5.085  1.658  -3.971
C  -3.754  1.281  -4.029
C  -2.799  2.218  -3.675
H  -4.640  4.835  -3.055
H  -6.404  3.332  -3.595
H  -5.871  0.968  -4.253
H  -3.490  0.284  -4.353
H  -1.726  2.044  -3.714

***

3.
Formula: C43H45BIrN8SSi
Source: the Open Molecules 2025 dataset
Level of theory: ωB97M-V with the def2-TZVPD basis set

relative energy (zero: lowest compared OMol25 entry of this formula, charge and spin)	0.40	kcal per mole
net charge	+1
M	937.1	g/mol
HOMO-LUMO gap	7.308	eV
spin multiplicity	1

CARTESIAN COORDINATES (ANGSTROEM)
Ir  0.337  -0.258  -0.454
C  3.836  0.662  0.704
C  3.183  -0.549  1.283
C  3.690  -1.450  2.225
C  2.698  -2.398  2.407
C  2.691  -3.602  3.288
N  1.665  -2.067  1.610
N  1.961  -0.932  0.922
B  0.316  -2.792  1.350
N  0.267  -3.187  -0.141
N  0.467  -2.199  -1.050
C  0.958  -2.736  -2.161
C  1.399  -1.912  -3.320
C  1.039  -4.123  -1.988
C  0.609  -4.369  -0.701
C  0.523  -5.660  0.039
N  -0.830  -1.802  1.665
N  -0.925  -0.601  1.031
C  -1.868  0.130  1.640
C  -2.295  1.501  1.249
C  -2.383  -0.625  2.694
C  -1.712  -1.831  2.680
C  -1.869  -3.003  3.587
H  4.916  0.597  0.824
H  3.502  1.575  1.201
H  3.621  0.755  -0.361
H  4.653  -1.421  2.705
H  3.618  -3.644  3.855
H  2.606  -4.520  2.706
H  1.860  -3.576  3.992
H  0.219  -3.755  2.043
H  1.259  -0.845  -3.121
H  0.830  -2.155  -4.217
H  2.457  -2.086  -3.517
H  1.369  -4.847  -2.713
H  0.644  -6.488  -0.656
H  -0.437  -5.765  0.542
H  1.306  -5.735  0.795
H  -1.812  1.833  0.336
H  -2.057  2.208  2.046
H  -3.374  1.513  1.092
H  -3.172  -0.328  3.363
H  -2.695  -2.821  4.270
H  -0.967  -3.173  4.176
H  -2.077  -3.913  3.025
S  2.251  5.584  2.043
C  1.651  4.061  1.391
C  1.533  3.901  0.018
C  1.044  2.711  -0.489
N  0.685  1.682  0.288
C  0.804  1.839  1.622
C  1.258  2.996  2.203
C  3.095  4.980  3.491
C  2.637  5.296  4.759
C  3.337  4.792  5.851
N  4.411  4.020  5.743
C  4.846  3.737  4.516
C  4.234  4.196  3.361
H  1.828  4.684  -0.667
H  0.958  2.570  -1.556
H  0.530  0.991  2.232
H  1.325  3.058  3.281
H  1.761  5.914  4.899
H  3.006  5.018  6.858
H  5.735  3.120  4.454
H  4.637  3.954  2.386
C  -0.271  4.436  -3.490
C  -1.292  4.306  -2.559
C  -1.722  3.046  -2.164
C  -1.152  1.881  -2.686
C  -0.122  2.040  -3.625
C  0.314  3.296  -4.027
Si  -1.488  0.153  -1.992
C  -3.242  0.009  -1.313
C  -4.256  0.855  -1.770
C  -5.577  0.680  -1.378
C  -5.917  -0.365  -0.531
C  -4.933  -1.243  -0.098
C  -3.616  -1.058  -0.490
C  -1.609  -1.055  -3.446
C  -1.857  -2.406  -3.181
C  -2.019  -3.329  -4.202
C  -1.955  -2.917  -5.527
C  -1.755  -1.576  -5.815
C  -1.591  -0.657  -4.785
H  0.061  5.418  -3.803
H  -1.757  5.190  -2.140
H  -2.518  2.978  -1.432
H  0.358  1.167  -4.053
H  1.105  3.386  -4.761
H  -4.023  1.658  -2.459
H  -6.341  1.353  -1.743
H  -6.945  -0.505  -0.224
H  -5.193  -2.076  0.543
H  -2.870  -1.768  -0.146
H  -1.926  -2.754  -2.155
H  -2.202  -4.369  -3.965
H  -2.080  -3.634  -6.327
H  -1.736  -1.238  -6.844
H  -1.464  0.386  -5.043

***

4.
Formula: C22H24N4O3S
Source: the Open Molecules 2025 dataset
Level of theory: ωB97M-V with the def2-TZVPD basis set

relative energy (zero: lowest compared OMol25 entry of this formula, charge and spin)	27.96	kcal per mole
net charge	0
SMILES	Cc1c(C(=O)N2CCC3(CC2)OCCO3)sc2ncnc(N(C)c3ccccc3)c12
M	424.5	g/mol
HOMO-LUMO gap	8.467	eV
spin multiplicity	1

CARTESIAN COORDINATES (ANGSTROEM)
C  1.228  -0.196  -1.845
C  1.503  -1.207  -0.778
C  0.650  -2.238  -0.531
C  -0.654  -2.458  -1.221
O  -0.699  -2.801  -2.388
N  -1.759  -2.260  -0.468
C  -1.774  -1.642  0.835
C  -2.278  -0.201  0.725
C  -3.678  -0.187  0.079
C  -3.639  -0.921  -1.264
C  -3.065  -2.326  -1.086
O  -4.131  1.136  -0.122
C  -4.837  1.531  1.034
C  -5.200  0.206  1.739
O  -4.632  -0.797  0.926
S  1.262  -3.417  0.603
C  2.739  -2.517  0.739
N  3.788  -2.952  1.424
C  4.851  -2.184  1.340
N  4.919  -0.988  0.786
C  3.833  -0.485  0.198
N  3.884  0.823  -0.197
C  5.182  1.435  -0.409
C  2.771  1.666  -0.100
C  2.657  2.778  -0.932
C  1.569  3.624  -0.822
C  0.583  3.383  0.120
C  0.705  2.295  0.969
C  1.791  1.447  0.870
C  2.695  -1.312  0.008
H  0.651  -0.669  -2.638
H  0.658  0.650  -1.464
H  2.159  0.176  -2.264
H  -0.777  -1.660  1.273
H  -2.456  -2.210  1.476
H  -2.326  0.250  1.717
H  -1.607  0.392  0.102
H  -4.651  -0.975  -1.662
H  -3.021  -0.339  -1.948
H  -2.952  -2.817  -2.054
H  -3.729  -2.912  -0.445
H  -4.209  2.166  1.671
H  -5.714  2.097  0.715
H  -6.277  0.033  1.784
H  -4.785  0.163  2.753
H  5.755  -2.548  1.809
H  5.216  2.418  0.060
H  5.387  1.538  -1.478
H  5.937  0.793  0.038
H  3.412  2.973  -1.678
H  1.489  4.475  -1.481
H  -0.269  4.041  0.198
H  -0.043  2.112  1.726
H  1.888  0.617  1.553

***

5.
Formula: C20H45N2O3P2
Source: the Open Molecules 2025 dataset
Level of theory: ωB97M-V with the def2-TZVPD basis set

relative energy (zero: lowest compared OMol25 entry of this formula, charge and spin)	0.00	kcal per mole
<S²>	2.008
net charge	+1
M	423.5	g/mol
HOMO-LUMO gap (alpha / beta)	5.473 / 6.838	eV
spin multiplicity	3

CARTESIAN COORDINATES (ANGSTROEM)
C  -5.294  -5.563  0.561
P  -5.677  -3.841  1.076
C  -4.821  -2.737  -0.093
P  -7.747  -3.702  0.577
O  -8.385  -3.822  -0.874
H  -5.708  -5.882  -0.394
H  -4.206  -5.607  0.483
H  -5.600  -6.250  1.350
H  -5.151  -2.780  -1.129
H  -4.861  -1.715  0.280
H  -3.770  -3.032  -0.045
H  -8.210  -2.450  0.977
H  -8.370  -4.632  1.420
H  -8.349  -4.680  -1.314
C  -2.169  0.596  3.899
C  -1.806  -0.404  2.796
C  -0.297  -0.685  2.759
C  0.519  0.493  2.236
C  0.020  0.951  0.871
C  -1.480  1.274  0.837
N  -2.203  0.090  1.428
O  -2.464  -0.836  0.582
C  -1.793  2.572  1.582
C  -1.951  1.439  -0.604
C  -2.576  -1.691  3.067
H  -2.268  0.051  4.838
H  -1.412  1.359  4.053
H  -3.120  1.086  3.692
H  -0.128  -1.553  2.116
H  0.023  -0.961  3.768
H  0.506  1.319  2.951
H  1.563  0.193  2.138
H  0.573  1.835  0.547
H  0.227  0.171  0.134
H  -2.869  2.704  1.703
H  -1.418  3.400  0.982
H  -1.322  2.644  2.557
H  -1.683  0.582  -1.215
H  -1.478  2.330  -1.018
H  -3.034  1.572  -0.646
H  -3.653  -1.503  3.049
H  -2.308  -2.064  4.056
H  -2.339  -2.456  2.330
C  6.234  0.417  -1.992
C  4.722  0.179  -1.913
C  4.072  0.208  -3.304
C  4.010  1.605  -3.914
C  3.319  2.590  -2.976
C  3.941  2.634  -1.572
N  4.026  1.218  -1.075
O  2.975  0.803  -0.486
C  5.305  3.325  -1.582
C  3.035  3.409  -0.621
C  4.496  -1.178  -1.254
H  6.720  -0.534  -2.214
H  6.524  1.113  -2.773
H  6.625  0.778  -1.041
H  3.056  -0.189  -3.210
H  4.627  -0.473  -3.955
H  5.011  1.959  -4.172
H  3.456  1.559  -4.853
H  3.346  3.601  -3.393
H  2.266  2.311  -2.873
H  5.809  3.198  -0.624
H  5.143  4.392  -1.741
H  5.966  2.979  -2.369
H  2.020  3.022  -0.638
H  3.021  4.455  -0.931
H  3.409  3.353  0.402
H  4.902  -1.187  -0.242
H  5.013  -1.936  -1.843
H  3.440  -1.427  -1.203

***

6.
Formula: C7H8O5Pb
Source: the Open Molecules 2025 dataset
Level of theory: ωB97M-V with the def2-TZVPD basis set

relative energy (zero: lowest compared OMol25 entry of this formula, charge and spin)	0.00	kcal per mole
net charge	+2
M	379.3	g/mol
HOMO-LUMO gap	7.739	eV
spin multiplicity	1

CARTESIAN COORDINATES (ANGSTROEM)
Pb  -0.025  -0.498  -1.173
C  0.087  -2.607  -2.094
O  0.319  -3.732  -2.150
C  -0.673  0.691  -3.307
O  -0.953  1.072  -4.354
C  2.377  0.438  -1.316
O  3.517  0.590  -1.320
C  -2.518  -0.539  -0.332
O  -3.622  -0.707  -0.077
C  -0.212  2.333  1.154
H  -1.009  1.972  1.797
H  0.827  2.252  1.473
C  -0.510  2.956  0.001
H  0.270  3.366  -0.653
H  -1.544  3.060  -0.361
C  0.321  -1.797  2.316
O  1.120  -1.387  1.182
H  -0.268  -0.921  2.636
H  0.920  -2.198  3.173
H  -0.419  -2.569  2.029
H  1.996  -1.774  1.377